# C6H12N

A cluster of 2 separate species, C6H12N in total at a distorted geometry (ωB97M-V/def2-TZVPD, the Open Molecules 2025 dataset).

For the HOMO energy, the calculation gives -13.5 eV. The value obtained for the orbital gap is 0.290 hartree. The value obtained for the total energy is -290.14831 hartree. The net charge is +1. Its multiplicity is 1.

```
19
Properties=species:S:1:pos:R:3:nbo_charge:R:1
C 2.11643 -1.30424 -1.16706 -0.32
C 1.01717 -1.02358 -1.66544 0.19
C -1.21724 1.39752 0.03522 -0.78
C -0.89487 -0.69742 1.32875 -0.78
C 1.16269 0.61525 0.92614 -0.79
C -0.27871 0.41898 0.65664 0.57
N -0.27947 -0.76090 -1.68162 -0.78
H 3.08044 -1.68520 -1.31724 0.26
H -1.64632 2.06120 0.74927 0.31
H -0.82280 2.19425 -0.64461 0.27
H -2.18787 1.03426 -0.45288 0.27
H -0.60995 -0.71392 2.47824 0.30
H -0.72299 -1.77388 0.83528 0.31
H -1.94712 -0.49916 1.20362 0.24
H 1.43016 0.62803 2.01843 0.30
H 1.78332 -0.16279 0.30447 0.34
H 1.35972 1.71734 0.54902 0.24
H -0.87550 -1.53257 -1.97062 0.43
H -0.46708 0.08684 -2.18562 0.41
```